Below is a molecular structure, C28H28BaN2Si, with properties calculated with ωB97M-V with the def2-TZVPD basis set.

The geometry in XYZ format:
```
60
Properties=species:S:1:pos:R:3:lowdin_charge:R:1
C 1.25 2.92 1.04 -0.29
C 0.28 2.98 -0.01 -0.24
C -1.01 2.81 0.56 -0.22
H 0.50 3.18 -1.06 0.08
C -0.86 2.62 1.96 -0.29
C 0.54 2.71 2.26 -0.36
H 1.04 2.57 3.22 0.06
H 2.33 2.99 0.96 0.09
H -1.96 2.85 0.02 0.08
H -1.68 2.45 2.66 0.08
Ba 0.41 0.16 1.11 1.76
C -1.33 -3.06 -4.59 -0.06
H -2.04 -3.07 -3.76 0.01
H -1.62 -2.29 -5.31 0.02
H -0.32 -2.86 -4.22 -0.02
Si 0.00 -0.38 -2.00 0.51
C 1.76 -0.17 -2.53 -0.40
C 2.56 1.00 -2.48 -0.11
H 2.18 1.91 -2.00 0.08
C 3.81 1.01 -3.11 -0.10
H 4.41 1.93 -3.16 0.10
C 4.29 -0.17 -3.71 -0.11
H 5.27 -0.18 -4.21 0.09
C 3.54 -1.37 -3.69 -0.10
H 3.92 -2.28 -4.16 0.10
C 2.28 -1.37 -3.07 -0.15
H 1.68 -2.27 -3.03 0.07
C -1.12 0.89 -2.71 -0.38
C -0.68 1.46 -3.92 -0.12
H 0.31 1.19 -4.31 0.09
C -1.50 2.34 -4.62 -0.09
H -1.16 2.75 -5.58 0.10
C -2.76 2.68 -4.08 -0.11
H -3.41 3.37 -4.64 0.09
C -3.19 2.16 -2.84 -0.10
H -4.18 2.44 -2.45 0.10
C -2.37 1.28 -2.14 -0.14
H -2.67 0.88 -1.18 0.09
H -0.53 -1.76 -1.77 -0.08
H -1.34 -4.04 -5.09 0.01
C -0.61 1.42 6.38 -0.03
C -0.65 0.15 6.96 -0.04
C -0.53 -0.96 6.10 -0.01
C -0.36 -0.81 4.72 -0.20
N -0.31 0.44 4.18 0.08
C -0.46 1.51 4.98 -0.12
C -0.26 -2.03 3.84 -0.21
C -0.29 -3.35 4.30 0.00
C -0.17 -4.39 3.35 -0.03
C -0.01 -4.14 1.97 -0.03
C 0.02 -2.80 1.59 -0.18
N -0.15 -1.82 2.51 -0.19
H -0.67 2.35 6.95 0.11
H -0.77 -0.02 8.03 0.11
H -0.57 -1.99 6.45 0.09
H -0.44 2.49 4.51 0.09
H -0.43 -3.51 5.39 0.11
H -0.21 -5.42 3.70 0.11
H 0.09 -4.94 1.21 0.12
H 0.15 -2.47 0.54 0.05
```

The lowest unoccupied orbital energy is -1.1 eV. As for the largest force on an atom: 2.80 eV Å⁻¹. The value obtained for the calculated total energy is -41039.4757 eV.

Below is a molecular structure, C28H28BrF9IN3O4S2Ti, with properties calculated with ωB97M-V with the def2-TZVPD basis set.

The geometry in XYZ format:
```
77
Properties=species:S:1:pos:R:3:lowdin_charge:R:1
Ti 10.05 16.98 12.58 0.76
C 12.17 14.55 15.32 0.00
C 11.92 15.90 14.69 -0.48
C 12.29 17.07 15.53 0.00
O 10.50 16.02 14.35 -0.11
C 12.65 16.02 13.35 -0.54
O 13.74 15.51 13.18 0.11
O 11.94 16.62 12.43 -0.17
H 11.59 14.50 16.21 0.08
H 13.24 14.44 15.62 0.12
H 11.91 13.66 14.74 0.06
H 11.75 17.16 16.47 0.10
H 12.07 18.02 14.95 0.11
H 13.34 17.03 15.73 0.10
H 9.96 15.86 15.12 0.09
C 12.11 22.05 10.99 -0.04
N 11.14 21.33 11.87 -0.04
C 10.93 20.03 11.72 -0.71
N 11.67 19.30 10.84 0.16
S 9.73 19.36 12.87 0.72
H 12.09 23.15 11.21 0.10
H 11.88 21.92 9.95 0.07
H 13.13 21.75 11.17 0.09
H 10.53 21.79 12.53 0.12
H 12.15 19.68 10.06 0.10
H 11.32 18.34 10.66 0.06
N 9.66 16.60 10.71 -0.42
S 10.28 15.33 9.91 1.04
C 11.61 16.14 8.98 -0.39
C 11.48 16.64 7.70 -0.08
C 12.65 17.05 6.98 -0.08
C 13.90 16.88 7.57 -0.12
C 14.01 16.40 8.87 -0.09
C 12.87 16.09 9.60 -0.11
C 8.91 14.89 8.90 -0.45
C 8.31 15.93 8.19 -0.17
C 7.38 15.66 7.21 -0.10
C 7.00 14.33 7.04 -0.12
C 7.48 13.30 7.90 -0.10
C 8.38 13.59 8.90 -0.11
H 8.74 16.82 10.40 0.01
H 10.50 16.64 7.19 0.10
H 12.56 17.35 5.95 0.09
H 14.79 16.93 6.91 0.10
H 15.01 16.24 9.36 0.12
H 12.96 15.91 10.68 0.08
H 8.65 16.95 8.40 0.10
H 6.95 16.50 6.63 0.11
H 6.34 14.05 6.24 0.08
H 7.10 12.30 7.69 0.10
H 8.83 12.85 9.57 0.10
F 8.25 17.71 15.59 0.16
C 7.41 16.70 15.29 -0.46
F 7.96 15.56 15.83 0.13
F 6.26 16.96 15.99 0.15
C 7.14 16.45 13.78 -0.25
O 8.39 16.44 13.15 -0.25
C 6.36 17.64 13.22 -0.45
F 6.31 17.64 11.86 0.15
F 5.05 17.69 13.69 0.13
F 6.97 18.83 13.52 0.09
C 6.34 15.17 13.59 -0.45
F 5.22 15.09 14.38 0.15
F 5.92 15.05 12.29 0.15
F 7.08 14.06 13.90 0.09
Br 9.57 9.18 15.84 0.73
C 10.01 8.76 14.09 -0.78
C 10.10 7.41 13.78 -0.15
C 10.53 7.05 12.53 -0.10
C 10.72 7.99 11.54 -0.09
C 10.63 9.35 11.83 -0.14
C 10.17 9.73 13.08 -0.68
I 9.45 11.71 13.48 0.89
H 10.04 6.66 14.58 0.11
H 10.72 5.99 12.31 0.12
H 10.96 7.70 10.52 0.11
H 10.79 10.11 11.06 0.10
```

The lowest unoccupied orbital energy (alpha / beta) is 0.0 / -0.1 eV. As for the largest force on an atom: 4.61 eV Å⁻¹. The multiplicity is 3. The value obtained for the calculated total energy is -189537.5780 eV.

Below is a molecular structure, C28H28Cl2IrN6O2S5, with properties calculated with ωB97M-V with the def2-TZVPD basis set.

The geometry in XYZ format:
```
72
Properties=species:S:1:pos:R:3:lowdin_charge:R:1
Ir -0.48 0.47 0.43 0.98
S -0.68 -5.34 -0.06 1.06
C -0.30 -6.99 -0.22 -0.38
C 1.04 -7.22 -0.13 -0.15
C 1.77 -6.03 0.06 -0.10
C 0.98 -4.91 0.12 -0.50
C 1.40 -3.52 0.32 -0.20
C 0.44 -2.49 0.32 -0.12
N 0.75 -1.23 0.55 -0.04
C 2.05 -0.89 0.77 -0.17
C 3.07 -1.84 0.79 -0.14
C 4.41 -1.39 1.07 0.02
C 4.67 -0.09 1.33 0.02
C 3.63 0.90 1.32 -0.11
C 3.83 2.25 1.60 0.06
C 2.77 3.14 1.59 -0.17
C 1.50 2.64 1.26 -0.04
N 1.29 1.37 0.95 -0.08
C 2.33 0.49 1.01 -0.14
C 2.92 4.56 1.91 -0.50
C 2.08 5.59 1.57 -0.11
C 2.53 6.84 2.05 -0.16
C 3.70 6.74 2.74 -0.38
S 4.26 5.14 2.82 1.09
C 2.72 -3.17 0.55 0.05
H -1.09 -7.71 -0.36 0.08
H 1.48 -8.20 -0.20 0.12
H 2.85 -6.01 0.15 0.12
H -0.60 -2.70 0.15 0.08
H 5.20 -2.13 1.08 0.13
H 5.68 0.23 1.56 0.13
H 4.83 2.60 1.83 0.12
H 0.64 3.28 1.24 0.09
H 1.19 5.47 0.98 0.11
H 2.02 7.78 1.88 0.11
H 4.26 7.53 3.22 0.08
H 3.49 -3.93 0.57 0.14
N -0.05 0.53 -1.66 -0.03
C -1.00 -0.35 -2.42 -0.24
C -1.47 0.34 -3.71 -0.12
C -2.25 1.66 -3.53 -0.15
C -3.74 1.58 -3.83 -0.14
N -4.48 0.78 -2.86 0.10
C -4.90 1.20 -1.67 -0.44
N -5.15 2.49 -1.43 0.23
N -5.08 0.29 -0.71 0.23
C -2.14 -0.84 -1.53 -0.60
O -3.06 -1.47 -2.02 0.05
O -2.04 -0.62 -0.25 -0.23
H -0.18 1.49 -1.96 0.09
H 0.91 0.29 -1.90 0.12
H -0.45 -1.25 -2.70 0.16
H -2.08 -0.39 -4.26 0.13
H -0.59 0.51 -4.32 0.13
H -1.83 2.41 -4.20 0.12
H -2.13 2.06 -2.51 0.07
H -3.90 1.10 -4.80 0.14
H -4.17 2.58 -3.92 0.12
H -4.35 -0.22 -2.93 0.13
H -5.23 3.15 -2.19 0.12
H -5.37 2.81 -0.51 0.13
H -4.64 -0.62 -0.80 0.11
H -5.54 0.52 0.15 0.14
S -3.38 2.72 2.98 0.71
C -2.31 1.99 1.98 -1.68
S -1.82 2.38 0.37 0.53
S -1.43 0.56 2.47 0.66
Cl 1.76 -3.05 3.75 0.59
C 0.23 -3.93 3.61 -0.94
Cl -1.07 -2.88 3.02 0.56
H -0.05 -4.30 4.59 0.04
H 0.36 -4.74 2.90 0.02
```

The lowest unoccupied orbital energy (alpha / beta) is -5.8 / -8.2 eV. As for the largest force on an atom: 0.40 eV Å⁻¹. The multiplicity is 2. As for the total charge: +2. The value obtained for the calculated total energy is -124577.6079 eV.

Below is a molecular structure, C28H28ClGaN2PS, with properties calculated with ωB97M-V with the def2-TZVPD basis set.

The geometry in XYZ format:
```
62
Properties=species:S:1:pos:R:3:lowdin_charge:R:1
Ga -0.54 -0.63 0.35 0.39
C -2.27 -2.46 1.09 -0.12
C -3.18 -2.35 0.05 -0.08
C -3.93 -1.19 -0.10 -0.03
C -3.77 -0.13 0.79 -0.03
C -2.89 -0.23 1.85 -0.07
C -2.12 -1.40 2.01 -0.16
H -1.75 -3.40 1.27 0.13
H -3.34 -3.19 -0.62 0.13
H -4.66 -1.12 -0.90 0.14
H -4.40 0.75 0.68 0.14
H -2.85 0.55 2.61 0.13
H -1.54 -1.55 2.92 0.13
Cl 1.32 -2.03 1.08 0.83
C 2.61 -0.87 1.43 -0.55
C 3.84 -1.39 1.76 -0.06
C 4.87 -0.51 2.09 0.00
C 4.65 0.86 2.08 -0.01
C 3.41 1.36 1.75 -0.05
C 2.36 0.50 1.40 -0.36
P 0.79 1.30 1.00 1.04
C 0.83 2.07 -0.62 -0.41
C -0.39 2.52 -1.13 -0.14
C -0.42 3.10 -2.39 -0.04
C 0.75 3.20 -3.14 -0.02
C 1.95 2.75 -2.62 -0.03
C 2.01 2.18 -1.36 -0.05
C 0.37 2.42 2.32 -0.36
C 0.20 3.78 2.05 -0.06
C -0.03 4.65 3.11 -0.03
C -0.11 4.16 4.40 -0.01
C 0.07 2.81 4.67 -0.04
C 0.30 1.93 3.63 -0.08
H 4.01 -2.45 1.78 0.13
H 5.84 -0.91 2.36 0.14
H 5.45 1.54 2.34 0.14
H 3.23 2.43 1.76 0.13
H -1.30 2.44 -0.54 0.11
H -1.35 3.47 -2.80 0.13
H 0.71 3.64 -4.13 0.13
H 2.86 2.85 -3.20 0.13
H 2.95 1.84 -0.95 0.11
H 0.27 4.16 1.04 0.11
H -0.14 5.71 2.92 0.13
H -0.31 4.84 5.22 0.13
H 0.02 2.44 5.69 0.13
H 0.46 0.87 3.83 0.11
C -2.63 -2.55 -4.05 0.00
N -1.46 -3.08 -3.38 -0.12
C -0.98 -4.43 -3.72 -0.05
C 0.31 -4.56 -2.89 -0.07
N 0.27 -3.34 -2.06 0.05
C -0.70 -2.53 -2.47 -0.66
S -0.92 -0.87 -1.95 0.82
H -2.44 -2.48 -5.12 0.12
H -2.88 -1.56 -3.67 0.07
H -3.48 -3.22 -3.91 0.11
H -0.81 -4.51 -4.79 0.15
H -1.73 -5.17 -3.44 0.14
H 1.20 -4.57 -3.51 0.14
H 0.32 -5.45 -2.25 0.13
H 1.10 -3.02 -1.59 0.12
```

The lowest unoccupied orbital energy is -9.9 eV. As for the largest force on an atom: 0.78 eV Å⁻¹. As for the total charge: +3. The value obtained for the calculated total energy is -117468.7813 eV.

Below is a molecular structure, C28H28CoN9OS2Si, with properties calculated with ωB97M-V with the def2-TZVPD basis set.

The geometry in XYZ format:
```
70
Properties=species:S:1:pos:R:3:lowdin_charge:R:1
Co -0.64 1.14 -0.50 -0.22
N 0.41 2.50 3.63 0.03
C 0.95 1.95 2.53 -0.13
N 0.00 1.70 1.66 0.12
C -1.13 2.12 2.29 -0.31
N -0.93 2.61 3.50 0.13
C -2.42 2.02 1.61 -0.17
C -3.63 2.25 2.25 -0.08
N -4.79 2.16 1.62 0.07
C -4.73 1.84 0.33 -0.11
C -3.53 1.61 -0.33 -0.10
N -2.36 1.70 0.31 0.04
H 0.86 2.81 4.47 0.15
H 2.00 1.75 2.40 0.14
H -3.64 2.51 3.30 0.11
H -5.66 1.76 -0.21 0.10
H -3.48 1.35 -1.38 0.07
S 1.48 0.58 -1.02 0.64
C 1.34 -0.15 -2.59 -0.66
C 2.50 -0.58 -3.24 -0.08
C 2.48 -1.22 -4.47 -0.22
C 3.71 -1.66 -5.07 -0.20
N 4.71 -2.00 -5.53 0.13
C 1.24 -1.44 -5.10 -0.21
C 0.08 -1.01 -4.48 -0.08
C 0.08 -0.36 -3.23 -0.70
S -1.43 0.08 -2.51 0.63
C 1.16 -2.11 -6.36 -0.20
N 1.07 -2.65 -7.38 0.14
H 3.46 -0.41 -2.76 0.11
H -0.87 -1.18 -4.96 0.10
C 0.50 -4.87 1.92 -0.03
N 0.77 -3.60 1.26 -0.09
N -0.05 -2.57 1.74 0.05
C -0.53 -1.80 0.66 -0.38
O -1.11 -0.74 0.81 0.01
C -0.09 -2.50 -0.53 0.06
C 0.64 -3.56 -0.13 -0.26
C 1.28 -4.61 -0.97 -0.01
C 0.29 -1.97 2.98 -0.18
C 1.54 -2.16 3.55 -0.02
C 1.85 -1.55 4.76 -0.09
C 0.92 -0.75 5.40 -0.11
C -0.33 -0.56 4.82 -0.10
C -0.66 -1.17 3.62 -0.01
H 0.67 -4.76 2.99 0.08
H 1.20 -5.61 1.54 0.08
H -0.52 -5.21 1.74 0.10
H -0.31 -2.19 -1.53 0.08
H 1.24 -4.30 -2.02 0.09
H 0.77 -5.56 -0.87 0.08
H 2.33 -4.75 -0.69 0.09
H 2.27 -2.76 3.03 0.11
H 2.83 -1.71 5.19 0.10
H 1.16 -0.27 6.34 0.09
H -1.06 0.08 5.30 0.10
H -1.63 -1.03 3.17 0.12
C 0.69 4.31 -0.28 -0.24
Si -0.26 3.13 -1.45 0.42
C 0.67 3.20 -3.09 -0.23
C -1.89 4.07 -1.83 -0.24
H 0.85 5.30 -0.73 0.01
H 1.67 3.88 -0.05 0.01
H 0.15 4.46 0.66 0.00
H 0.67 4.22 -3.49 0.02
H 0.18 2.55 -3.82 0.02
H 1.70 2.86 -2.98 0.01
H -1.67 5.02 -2.33 0.02
H -2.47 4.29 -0.93 0.01
H -2.51 3.48 -2.51 0.01
```

The lowest unoccupied orbital energy (alpha / beta) is 2.1 / 2.1 eV. As for the largest force on an atom: 0.21 eV Å⁻¹. The multiplicity is 2. As for the total charge: -1. The value obtained for the calculated total energy is -112127.2776 eV.

Below is a molecular structure, C28H28F5FeN4S2, with properties calculated with ωB97M-V with the def2-TZVPD basis set.

The geometry in XYZ format:
```
68
Properties=species:S:1:pos:R:3:lowdin_charge:R:1
Fe 0.11 0.06 -0.64 0.49
C -5.92 3.37 -1.25 -0.03
C -5.12 3.73 0.02 -0.56
C -5.95 3.39 1.26 -0.03
C -4.83 5.23 0.00 -0.06
C -3.84 2.90 0.05 -0.13
C -2.57 3.46 0.16 0.02
C -1.47 2.63 0.16 -0.10
N -1.55 1.30 0.07 0.03
C -2.77 0.75 0.00 -0.17
C -3.91 1.51 -0.01 0.06
C -2.77 -0.74 -0.04 -0.19
C -3.93 -1.50 0.04 0.06
C -3.86 -2.89 0.06 -0.13
C -2.58 -3.45 0.04 0.02
C -1.47 -2.63 -0.06 -0.10
N -1.56 -1.30 -0.10 0.02
C -5.09 -3.78 0.09 -0.56
C -6.39 -2.97 0.15 -0.06
C -5.10 -4.62 -1.20 -0.03
C -5.02 -4.71 1.31 -0.04
H -6.82 3.99 -1.30 0.09
H -6.23 2.33 -1.26 0.08
H -5.33 3.56 -2.15 0.10
H -6.87 3.99 1.27 0.09
H -5.40 3.61 2.18 0.10
H -6.24 2.34 1.28 0.08
H -5.77 5.78 -0.07 0.09
H -4.22 5.52 -0.85 0.09
H -4.33 5.56 0.92 0.09
H -2.43 4.53 0.23 0.11
H -0.47 3.04 0.24 0.08
H -4.88 1.03 -0.08 0.11
H -4.89 -1.01 0.08 0.10
H -2.44 -4.52 0.08 0.12
H -0.47 -3.04 -0.12 0.09
H -6.51 -2.32 -0.72 0.09
H -6.44 -2.36 1.06 0.09
H -7.24 -3.65 0.17 0.09
H -5.13 -3.98 -2.09 0.09
H -5.99 -5.26 -1.22 0.09
H -4.23 -5.27 -1.27 0.08
H -4.95 -4.13 2.23 0.10
H -4.17 -5.38 1.26 0.08
H -5.92 -5.32 1.36 0.09
F 5.91 -1.61 2.02 0.14
C 4.88 -1.62 1.19 -0.14
C 3.67 -1.07 1.57 -0.15
F 3.53 -0.50 2.77 0.12
C 2.62 -1.10 0.68 -0.25
F 1.43 -0.55 1.09 -0.02
C 2.69 -1.62 -0.59 -0.53
S 1.33 -1.61 -1.71 0.66
C 3.91 -2.18 -0.94 -0.24
F 4.07 -2.73 -2.14 0.10
C 4.99 -2.18 -0.07 -0.14
F 6.15 -2.71 -0.45 0.14
S 1.86 1.83 -0.96 0.72
C 1.83 3.51 -0.78 -0.78
N 2.47 4.05 0.30 0.08
C 2.60 5.38 0.50 -0.03
C 2.07 6.24 -0.41 -0.02
C 1.40 5.65 -1.50 -0.08
N 1.28 4.35 -1.68 0.09
H 2.88 3.40 0.95 0.15
H 3.14 5.69 1.38 0.14
H 2.16 7.31 -0.30 0.12
H 0.95 6.28 -2.25 0.13
```

The lowest unoccupied orbital energy (alpha / beta) is -3.5 / -3.5 eV. As for the largest force on an atom: 0.58 eV Å⁻¹. The multiplicity is 5. As for the total charge: +1. The value obtained for the calculated total energy is -105091.8625 eV.